The following is a quantum chemistry calculation of C10H16N4O2PPtS2 as an isolated structure, from OMol25.

```
36
Properties=species:S:1:pos:R:3:forces:R:3:mulliken_charge:R:1
N 1.1914 2.8717 -0.9151 -0.1 -0.1 -0.1 -0.110
H -2.9315 -3.3855 -1.6910 0.0 0.0 0.0 0.261
O -2.4794 -1.3715 -1.5721 0.0 -0.1 0.0 -0.272
C -1.6622 -3.7738 2.4742 0.0 0.0 0.0 -1.314
H -4.5397 -2.0496 -3.0722 0.0 0.0 0.0 0.302
H -3.2058 -1.5225 -4.1103 0.0 0.0 0.0 0.311
H -1.7041 -4.6794 1.8695 0.0 0.0 0.0 0.313
S -1.4078 0.5772 0.3260 -0.1 0.1 0.1 -0.503
H 2.4314 -0.6401 2.0831 0.0 0.0 0.0 0.432
S 0.5052 -1.5258 -1.1987 -0.1 0.0 0.0 -0.491
H 1.6234 6.0459 -1.6580 0.0 0.0 0.0 0.394
C 2.6173 0.4111 1.9417 -0.1 -0.1 0.0 -0.271
H -1.0946 -3.9891 3.3801 0.0 0.0 0.0 0.388
H -0.9580 -1.7343 2.3003 0.0 0.0 0.0 0.344
C 0.9361 3.9453 -1.7363 0.0 0.0 0.0 -0.390
C 2.4570 2.4018 1.0194 0.1 -0.1 0.2 0.076
N 2.0233 1.1150 0.9254 0.0 0.0 -0.1 -0.298
H 2.8924 5.2294 0.4048 0.0 0.0 0.0 0.157
C 3.4035 1.2313 2.6766 0.0 0.0 0.0 -0.707
C -2.5885 -2.5868 -2.3496 0.0 0.0 0.0 -0.120
H 0.0165 -2.9169 1.4078 0.0 0.0 0.0 0.321
C -3.5641 -2.3274 -3.4696 0.0 0.0 0.0 -1.252
H 3.8072 3.3154 2.3935 0.0 0.0 0.0 0.159
P -1.3544 -1.2323 -0.4682 0.1 -0.1 -0.1 0.811
H 4.0073 1.0433 3.5453 0.0 0.0 0.0 0.394
N 3.3000 2.5018 2.1058 0.0 0.0 0.0 -0.100
C 2.0389 3.3078 0.0646 -0.1 0.2 -0.1 0.208
C 1.5916 5.0379 -1.2876 0.0 0.0 0.0 -0.574
H -2.6767 -3.4964 2.7588 0.0 0.0 0.0 0.317
N 2.2923 4.6455 -0.1431 0.0 0.0 0.0 -0.098
H -1.5980 -2.8424 -2.7327 0.0 0.0 0.0 0.327
C -0.9979 -2.6539 1.7132 0.0 0.0 0.0 -0.189
H -3.6780 -3.2285 -4.0733 0.0 0.0 0.0 0.386
O -1.7809 -2.4023 0.5251 0.0 0.0 0.0 -0.296
H 0.2859 3.8599 -2.5895 0.0 0.0 0.0 0.421
Pt 0.8009 0.8182 -0.8478 0.2 0.0 0.1 0.667
```
Forces are in eV/Å.

Summary:
F_max (hartree/bohr): 0.0050
Multiplicity: 4
Relative energy (zero: lowest compared OMol25 entry of this formula, charge and spin) (kcal/mol): 0.00
⟨S²⟩: 3.769
Net charge: 0
HOMO (spin up / spin down) (eV): -4.57 / -7.45